Entry 1:
Below is a molecular structure, C54H50CsN8O5P, with properties calculated with wB97M-V/def2-TZVPD.

Highest occupied orbital energy = -1.7 eV
Orbital gap = 0.1955 Ha
M = 1054.9 g/mol
LUMO level = 3.622 eV
Charge = -2
E_tot = -3263.5688 Eh

Geometry (Å):
1 Cs -1.38233 0.14575 1.15109
2 O -2.65133 4.28426 -0.80683
3 C -2.76177 3.26988 -0.10258
4 O -1.90427 2.81103 0.70757
5 C -4.12113 2.52416 -0.18223
6 C -4.66087 2.01331 1.16976
7 C -6.19290 1.90155 1.07573
8 C -6.34057 0.64355 0.17960
9 C -4.86429 0.24826 -0.02453
10 O -4.29887 0.62869 1.23286
11 C -4.23318 1.21537 -1.04405
12 C -2.98396 0.70653 -1.80890
13 O -2.63701 1.37915 -2.78859
14 O -2.44893 -0.37559 -1.41107
15 H -4.81375 3.26178 -0.58866
16 H -4.26614 2.53273 2.03903
17 H -6.64977 2.79232 0.64340
18 H -6.62439 1.73222 2.06332
19 H -6.84871 0.84828 -0.76374
20 H -6.88315 -0.14873 0.69780
21 H -4.65003 -0.79908 -0.21822
22 H -4.94604 1.41377 -1.84808
23 C 0.18861 5.70261 3.89731
24 C -0.65648 4.79067 3.27325
25 C -0.55062 3.43877 3.54829
26 C 0.41335 2.98056 4.44353
27 C 1.27621 3.88871 5.04733
28 C 1.15472 5.24635 4.78664
29 N 0.62174 1.58719 4.69431
30 N -0.43121 0.92679 4.60079
31 C -0.32572 -0.49304 4.70551
32 C 0.87429 -1.08773 5.13954
33 C 0.99400 -2.45696 5.11883
34 C -0.08522 -3.21723 4.65608
35 C -1.25413 -2.59393 4.25335
36 C -1.46669 -1.19214 4.27510
37 H 0.11037 6.76003 3.67497
38 H -1.38005 5.11336 2.53463
39 H -1.18947 2.74096 3.02769
40 H 2.03543 3.51532 5.72529
41 H 1.82381 5.94758 5.27231
42 H 1.69519 -0.46295 5.47256
43 H 1.91395 -2.93630 5.43643
44 H 0.00072 -4.30143 4.61713
45 H -2.06678 -3.23834 3.91611
46 N -3.28479 -2.77043 -2.50308
47 C -2.75816 -3.92124 -3.00472
48 C -3.51119 -4.67267 -3.92688
49 C -3.04182 -5.85969 -4.44775
50 C -1.79501 -6.34551 -4.06910
51 C -1.04446 -5.61163 -3.16309
52 C -1.49054 -4.41205 -2.61258
53 P -0.52416 -3.48048 -1.35360
54 C 0.30818 -2.19642 -2.36243
55 C 0.05444 -1.98544 -3.71266
56 C 0.66605 -0.93512 -4.38505
57 C 1.54957 -0.09940 -3.72063
58 C 1.81014 -0.30913 -2.37252
59 C 1.18103 -1.33895 -1.69191
60 C 0.85379 -4.66006 -1.06431
61 C 2.02965 -4.68669 -1.81186
62 C 3.03480 -5.59419 -1.51364
63 C 2.87653 -6.49323 -0.46681
64 C 1.71032 -6.47501 0.28397
65 C 0.71171 -5.55708 -0.00895
66 H -4.09580 -2.40616 -2.97357
67 H -2.74943 -2.02514 -2.04083
68 H -4.48443 -4.29556 -4.22238
69 H -3.65140 -6.41141 -5.15448
70 H -1.41294 -7.27477 -4.47123
71 H -0.07390 -5.99221 -2.87199
72 H -0.63724 -2.63141 -4.23933
73 H 0.43672 -0.75983 -5.42879
74 H 2.01522 0.72709 -4.24396
75 H 2.48881 0.34436 -1.83563
76 H 1.36476 -1.46100 -0.62839
77 H 2.15986 -3.98379 -2.62568
78 H 3.94750 -5.59598 -2.09735
79 H 3.66626 -7.19559 -0.22917
80 H 1.58766 -7.16029 1.11370
81 H -0.18510 -5.51870 0.59923
82 C 1.96691 4.83998 0.36011
83 C 1.90125 3.79771 1.27362
84 N 1.35253 2.63048 0.95371
85 C 0.88259 2.45042 -0.26632
86 C 0.85499 3.43843 -1.24477
87 C 1.41807 4.66250 -0.90378
88 C 0.11670 3.19716 -2.50398
89 C 0.54600 3.45645 -3.74022
90 C 1.89343 3.89908 -4.12902
91 C 3.04768 3.51024 -3.44158
92 C 4.25678 3.95980 -3.92182
93 N 4.36312 4.73579 -5.00564
94 C 3.21236 5.02895 -5.59800
95 N 1.99444 4.65422 -5.23364
96 H 2.39159 5.79212 0.65052
97 H 2.24325 3.91300 2.29676
98 H 0.44820 1.49054 -0.49273
99 H 1.38916 5.48099 -1.61330
100 H -0.89044 2.79880 -2.37895
101 H -0.14396 3.32120 -4.56461
102 H 2.98829 2.87627 -2.56920
103 H 5.18546 3.69064 -3.42945
104 H 3.27636 5.64594 -6.48947
105 C 3.90979 1.21506 3.77210
106 C 3.43945 0.02644 3.00669
107 C 3.83659 -1.29296 3.02405
108 C 2.99642 -1.94130 2.09922
109 N 2.15239 -1.08487 1.54079
110 N 2.42941 0.10056 2.12518
111 C 2.93537 -3.39521 1.76340
112 H 4.83058 0.97615 4.30360
113 H 3.14690 1.51897 4.49012
114 H 4.10223 2.06043 3.10755
115 H 4.60861 -1.73052 3.63542
116 H 1.93068 0.94871 1.84969
117 H 3.83985 -3.90771 2.09371
118 H 2.82120 -3.54795 0.68975
119 H 2.08054 -3.85979 2.25834

Forces on the atoms, in the same order (eV/Å):
0.41 -0.67 0.76
0.06 0.06 -0.04
-0.06 -0.03 0.02
-0.12 0.10 -0.10
-0.05 0.07 -0.05
-0.14 0.10 -0.03
-0.03 0.02 0.03
-0.04 -0.10 0.02
-0.05 0.17 -0.21
0.34 0.11 -0.20
-0.11 -0.01 -0.10
0.06 0.02 0.00
0.05 0.08 0.04
-0.16 0.02 0.02
0.01 0.00 0.00
-0.01 -0.01 0.02
0.00 0.01 0.01
0.01 0.00 0.00
0.00 -0.01 -0.01
0.00 0.00 0.00
-0.07 -0.04 0.01
-0.01 -0.02 0.01
0.02 -0.04 0.00
0.02 0.06 0.00
-0.02 -0.02 0.00
-0.02 -0.01 -0.04
0.04 -0.08 0.03
0.00 0.06 0.00
-0.17 0.04 0.05
0.13 0.10 -0.11
0.00 -0.19 0.01
-0.03 0.26 0.00
0.02 -0.10 0.01
0.03 -0.04 -0.01
-0.12 0.03 0.12
0.12 -0.02 -0.14
0.00 0.01 -0.01
0.01 0.00 -0.02
0.00 -0.01 0.00
0.00 0.00 0.00
0.00 0.01 0.00
0.04 -0.02 0.00
0.01 0.00 0.00
0.01 -0.01 0.00
0.01 -0.03 -0.02
-0.02 0.09 0.06
-0.03 0.04 0.04
-0.02 -0.01 -0.03
0.06 -0.02 0.02
-0.06 0.02 -0.02
0.02 -0.03 -0.01
0.09 -0.01 -0.01
-0.16 0.02 -0.06
-0.08 -0.02 -0.02
0.01 -0.01 0.02
0.01 0.02 0.00
-0.01 -0.01 -0.01
0.02 0.01 0.00
-0.02 0.00 0.01
0.03 0.08 -0.01
-0.02 0.02 -0.01
0.03 -0.04 0.01
0.02 0.01 -0.01
-0.02 -0.01 -0.01
0.01 -0.03 0.04
0.00 -0.03 0.00
0.03 -0.03 -0.07
0.00 0.00 0.00
-0.01 0.01 0.00
0.00 -0.01 0.00
0.00 0.01 0.01
0.00 0.00 -0.01
0.00 0.00 -0.01
0.00 0.00 0.00
0.01 0.00 0.00
0.03 -0.01 0.02
0.00 0.01 0.00
0.00 0.00 0.00
0.00 0.00 0.00
-0.01 0.00 0.00
0.00 0.00 0.01
-0.05 0.00 0.02
-0.21 0.24 -0.34
0.50 -0.56 0.38
-0.34 0.33 -0.17
-0.12 0.14 0.07
-0.04 -0.03 0.02
0.06 0.02 0.09
0.07 -0.01 0.00
-0.14 -0.04 0.04
0.06 0.01 -0.03
-0.02 0.02 -0.02
0.04 0.01 -0.01
0.03 -0.01 0.01
-0.01 -0.03 0.01
0.00 0.00 0.01
0.03 0.01 0.00
0.00 -0.18 -0.09
0.00 0.01 0.01
0.03 0.03 -0.06
0.00 0.02 -0.01
0.01 0.00 -0.02
-0.01 -0.01 0.01
-0.01 0.00 0.00
-0.01 0.00 -0.01
-0.03 0.01 0.02
0.04 0.02 -0.01
-0.12 -0.10 -0.10
0.02 0.15 0.26
0.07 0.03 -0.09
0.01 0.02 0.00
0.00 0.01 0.00
-0.02 0.01 0.03
0.01 0.00 0.01
0.01 -0.01 0.01
-0.02 -0.01 -0.05
0.01 0.00 -0.01
0.00 -0.01 0.00
-0.01 0.00 0.02

Entry 2:
Below is a single C4H6FNO2 molecule, with properties calculated with wB97M-V/def2-TZVPD.

Highest occupied orbital energy = -8.9 eV
Orbital gap = 0.3542 Ha
M = 119.1 g/mol
LUMO level = 0.772 eV
Charge = 0
E_tot = -461.0328 Eh
SMILES string = C/C(=C/F)N(O)C=O

Geometry (Å):
1 C 1.44964 1.72914 0.44014
2 C 0.93004 0.37339 0.04749
3 C 1.73589 -0.66129 -0.06000
4 F 1.24412 -1.90235 -0.32846
5 N -0.47134 0.21932 -0.20358
6 O -1.11813 1.27022 -0.79782
7 C -1.35329 -0.66807 0.47544
8 O -2.52073 -0.58343 0.33431
9 H 1.30033 2.46807 -0.27640
10 H 2.45100 1.68265 0.78940
11 H 0.83487 2.08188 1.28660
12 H 2.81632 -0.60838 0.17786
13 H -1.98729 1.26329 -0.32246
14 H -0.77576 -1.43492 1.01579

Forces on the atoms, in the same order (eV/Å):
-1.60 -0.99 1.65
-0.92 0.72 -0.32
0.68 -0.79 0.46
0.52 0.43 -0.07
-0.18 -1.58 1.52
-0.65 0.77 0.13
4.09 0.40 -1.13
-2.40 0.32 0.20
0.03 1.09 -1.60
0.95 -0.06 0.02
0.22 -0.18 -0.07
-0.90 -0.31 -0.30
0.46 0.11 -0.60
-0.30 0.08 0.11

Entry 3:
Below is a molecular structure, C4H9O3, with properties calculated with wB97M-V/def2-TZVPD.

Highest occupied orbital energy = -3.9 eV
Orbital gap = 0.2917 Ha
M = 105.1 g/mol
LUMO level = 4.042 eV
Charge = -1
E_tot = -383.5249 Eh

Geometry (Å):
1 O 0.85298 -1.56106 2.62079
2 C 0.69735 -0.69522 1.77955
3 C -0.32072 -0.92853 0.67030
4 C -1.07886 0.33150 0.27564
5 C -1.00991 0.63399 -1.24158
6 O 0.15595 1.34551 -1.51525
7 H 1.32136 0.20929 1.78116
8 H -1.02839 -1.69268 1.00870
9 H 0.21982 -1.47744 -0.10947
10 H -2.13630 0.20705 0.56682
11 H -0.83650 1.26608 0.79006
12 H -1.08402 -0.25213 -1.88217
13 H -1.86110 1.31034 -1.44014
14 H 2.87137 0.60245 -1.08727
15 H 1.11378 0.69874 -1.18475
16 O 2.12320 0.00213 -1.03241

Forces on the atoms, in the same order (eV/Å):
0.33 0.60 0.21
-0.57 -1.71 -0.22
0.34 0.15 0.99
-1.23 -0.42 -1.13
0.69 1.75 0.71
-0.14 -0.24 0.08
-0.16 0.17 -0.19
0.13 0.14 0.43
0.15 0.83 -0.39
0.07 -0.27 -0.13
0.73 -0.24 -0.02
-0.27 -0.41 0.20
-0.16 -0.28 -0.30
-0.02 0.01 -0.03
0.22 -0.03 -0.62
-0.12 -0.03 0.42

Entry 4:
Below is 2 unconnected molecules or ions with the total composition C4H13BrN2O4P2, with properties calculated with wB97M-V/def2-TZVPD.

Highest occupied orbital energy = -8.0 eV
Orbital gap = 0.2954 Ha
M = 295.0 g/mol
LUMO level = 0.012 eV
Charge = 0
E_tot = -3827.2106 Eh
SMILES string = NC(=O)CC[PH3]P(O)Br.C[N+](=O)[O-]

Geometry (Å):
1 N 3.33377 -1.41791 -0.09486
2 C 3.14394 -0.80147 -1.41840
3 O 2.50011 -1.33528 -2.34198
4 C 3.76810 0.66245 -1.64121
5 C 2.96830 1.77014 -0.76687
6 P 1.06970 1.52772 -0.83835
7 P -1.06655 0.97221 -0.92572
8 O -1.23042 -0.08808 -2.26716
9 Br -1.50145 -0.34730 0.90147
10 H 2.43494 -1.81511 0.20324
11 H 4.00466 -2.18191 -0.24454
12 H 4.83969 0.60276 -1.23491
13 H 3.80897 0.95344 -2.73421
14 H 3.29584 1.56790 0.31720
15 H 3.31849 2.82482 -1.00266
16 H 1.21119 0.97725 -2.17204
17 H 0.79382 2.93127 -0.75039
18 H 1.17128 0.78285 0.39308
19 H -0.81459 0.28533 -3.07032
20 C -4.72190 -1.21423 2.51191
21 N -6.02639 -1.01084 3.19399
22 O -7.03547 -1.25388 2.55767
23 O -5.98925 -0.61413 4.34429
24 H -4.90640 -1.56675 1.49971
25 H -4.20551 -0.25596 2.49802
26 H -4.16488 -1.95526 3.08304

Forces on the atoms, in the same order (eV/Å):
-0.08 0.60 -1.20
-1.06 0.17 -2.41
1.60 1.25 2.75
0.33 -0.22 1.04
1.55 -0.49 0.69
2.57 -0.58 0.27
-2.89 -0.16 -1.14
0.66 0.76 1.10
0.68 0.18 -0.88
0.48 -0.10 -0.34
-0.37 0.26 0.31
-1.45 0.20 -0.62
-0.28 -0.70 1.25
-0.63 0.41 -1.40
-0.38 -1.26 -0.06
-0.27 0.25 0.02
-0.30 -0.50 0.02
-0.03 0.13 0.04
-0.12 -0.21 0.57
0.14 -0.08 -0.29
-0.22 -0.02 0.02
0.22 0.11 0.30
-0.08 -0.12 -0.34
-0.06 0.07 0.15
-0.01 -0.12 0.11
-0.01 0.17 0.04

Question: Look up the orbital gap of the first one.
Answer: 0.1955 Ha

Question: Among the records above, which one has the highest highest occupied orbital energy?
Answer: C54H50CsN8O5P

Question: What is the M in the first record?
Answer: 1054.9 g/mol

Question: Which of these has the lowest orbital gap?
Answer: C54H50CsN8O5P